[1]
Density functional theory data (wB97M-V/def2-TZVPD) for a molecular structure, C23H51KN3O4SSiV.

Each line ends with the Mulliken charge.
Positions of all 85 atoms, in Å:
N  -0.787  -1.686  -1.912  -0.233
C  -0.075  -2.598  -2.129  0.632
O  0.363  -3.717  -1.810  -0.535
K  -0.740  -2.962  0.370  0.723
V  -1.428  -0.002  -1.210  0.186
N  -3.203  -0.177  -0.381  0.526
N  -1.436  1.172  -2.678  0.817
C  -4.490  -0.956  -0.630  0.959
C  -1.438  0.863  -4.161  0.909
C  -5.340  -1.071  0.651  -1.737
C  -5.319  -0.274  -1.728  -1.184
C  -4.119  -2.364  -1.087  -1.391
C  -0.018  0.437  -4.574  -1.270
C  -1.891  2.044  -5.037  -1.748
C  -2.399  -0.297  -4.394  -1.245
H  -4.746  -1.489  1.473  0.398
H  -6.198  -1.739  0.488  0.450
H  -5.740  -0.106  0.977  0.404
H  -5.561  0.763  -1.472  0.341
H  -6.269  -0.802  -1.903  0.483
H  -4.764  -0.262  -2.677  0.086
H  -3.449  -2.339  -1.959  0.208
H  -5.019  -2.935  -1.364  0.486
H  -3.623  -2.916  -0.277  0.185
H  0.713  1.219  -4.337  0.350
H  0.048  0.239  -5.654  0.468
H  0.277  -0.476  -4.042  0.096
H  -1.195  2.888  -5.013  0.427
H  -2.879  2.405  -4.729  0.420
H  -1.974  1.727  -6.087  0.433
H  -2.370  -0.632  -5.442  0.534
H  -3.430  0.010  -4.174  0.215
H  -2.147  -1.155  -3.761  0.078
C  -3.425  1.066  0.346  -0.938
H  -2.493  1.641  0.348  0.157
H  -4.203  1.731  -0.096  0.397
H  -3.699  0.930  1.416  0.475
C  -1.112  2.579  -2.388  -1.109
H  -0.990  2.698  -1.311  0.277
H  -0.166  2.924  -2.852  0.443
H  -1.897  3.300  -2.708  0.383
C  -0.295  0.748  4.794  -1.757
C  0.281  1.370  3.518  1.716
C  -0.809  1.921  2.607  -1.310
C  1.367  2.383  3.824  -1.499
O  0.872  0.207  2.838  -0.306
Si  1.683  -0.152  1.434  -0.675
S  0.833  0.397  -0.284  0.534
O  3.178  0.399  1.710  0.369
C  4.207  1.331  1.250  1.599
C  3.573  2.421  0.404  -1.521
C  4.819  1.856  2.548  -1.479
C  5.208  0.509  0.445  -1.506
O  1.792  -1.789  1.673  0.050
C  2.790  -2.878  1.389  1.503
C  3.177  -2.770  -0.082  -0.851
C  3.956  -2.724  2.344  -1.485
C  1.989  -4.149  1.701  -1.321
H  -0.771  1.556  5.343  0.424
H  0.497  0.313  5.404  0.431
H  -1.034  -0.020  4.564  0.328
H  -1.293  2.738  3.146  0.540
H  -0.390  2.297  1.672  0.173
H  -1.545  1.142  2.388  0.120
H  2.160  1.940  4.432  0.385
H  1.788  2.799  2.905  0.095
H  0.893  3.192  4.385  0.542
H  2.804  2.979  0.946  0.169
H  4.382  3.107  0.142  0.545
H  3.138  2.017  -0.512  0.330
H  5.216  1.042  3.160  0.332
H  5.633  2.519  2.257  0.483
H  4.096  2.424  3.138  0.221
H  5.651  -0.299  1.034  0.309
H  4.755  0.107  -0.462  0.191
H  6.002  1.200  0.162  0.544
H  2.298  -2.791  -0.735  -0.021
H  3.812  -3.631  -0.301  0.531
H  3.728  -1.846  -0.274  -0.008
H  3.630  -2.774  3.386  0.350
H  4.626  -3.562  2.134  0.523
H  4.490  -1.786  2.182  0.058
H  1.648  -4.162  2.738  0.346
H  1.131  -4.289  1.034  0.001
H  2.665  -4.978  1.528  0.440

Values from the calculation:
Total charge   +2
E_tot   -3603.38821 Eh


[2]
Density functional theory data (wB97M-V/def2-TZVPD) for 3 unconnected molecules or ions with the total composition CH14NSi4.

Each line ends with the natural charge from an NBO analysis.
Positions of all 20 atoms, in Å:
C  -0.135  0.645  0.202  -0.955
N  -0.249  2.088  -0.252  -0.717
Si  3.404  -0.681  -0.879  0.296
Si  -3.413  -1.084  0.555  0.773
Si  1.565  -0.214  0.556  0.666
Si  -1.492  -0.461  -0.646  0.654
H  -0.971  -0.006  1.850  0.176
H  0.647  2.421  -0.696  0.443
H  -1.034  2.191  -0.973  0.440
H  -0.545  2.671  0.512  0.432
H  3.903  0.289  -1.929  -0.108
H  3.587  -1.915  -1.585  -0.106
H  4.605  -1.108  -0.064  -0.085
H  -1.791  -0.496  2.000  -0.174
H  -4.497  -0.027  0.946  -0.107
H  -4.055  -2.346  0.778  -0.129
H  1.210  -1.497  0.900  -0.148
H  2.185  0.636  1.769  -0.102
H  -0.881  -1.556  -1.253  -0.118
H  -2.042  0.449  -1.791  -0.130

Values from the calculation:
Total charge   +1
E_tot   -1258.67914 Eh
Energy above the lowest of the compared OMol25 structures with the same formula, charge and spin   574.4 kJ/mol


[3]
Density functional theory data (wB97M-V/def2-TZVPD) for a molecular structure, C5H22Li5O8.

Each line ends with the natural charge from an NBO analysis.
Positions of all 40 atoms, in Å:
Li  4.608  0.560  -0.649  0.989
Li  2.475  1.157  1.631  0.932
Li  1.501  4.203  0.745  0.981
Li  0.412  2.939  3.040  0.987
Li  2.490  -2.087  0.630  0.970
O  2.651  -0.139  -0.094  -1.175
C  1.494  0.438  -0.732  -0.124
C  0.422  1.319  0.049  -0.115
O  0.743  2.256  1.084  -1.210
H  0.981  -0.316  -1.328  0.202
H  1.970  0.978  -1.550  0.165
H  -0.213  0.568  0.519  0.138
H  -0.255  1.753  -0.687  0.221
O  1.916  -3.276  -0.984  -1.011
H  2.446  -3.951  -1.406  0.530
H  1.723  -2.650  -1.682  0.496
O  2.807  -0.024  -4.122  -0.887
H  3.579  -0.571  -3.976  0.468
H  2.701  0.464  -3.306  0.426
O  -0.718  -0.101  3.045  -0.890
H  -0.224  0.485  3.618  0.452
H  -0.335  0.035  2.177  0.441
O  2.195  3.738  -2.813  -0.880
H  1.277  3.962  -2.662  0.473
H  2.596  3.769  -1.945  0.418
O  -2.193  3.361  0.998  -0.932
H  -2.673  3.492  0.180  0.501
H  -1.361  2.973  0.728  0.435
C  -3.486  -0.913  0.532  -0.610
C  -3.153  -2.390  0.715  0.039
C  -1.637  -2.774  0.653  -0.670
O  -3.669  -2.762  1.942  -0.180
H  -3.344  -0.501  -0.467  0.259
H  -2.790  -0.375  1.175  0.232
H  -4.502  -0.710  0.872  0.287
H  -3.787  -2.903  -0.008  0.385
H  -1.056  -2.092  1.274  0.214
H  -1.172  -2.667  -0.327  0.261
H  -1.362  -3.773  0.990  0.264
H  -3.055  -3.473  2.141  0.517

Values from the calculation:
Total charge   +4
⟨S²⟩   0.75
Multiplicity   2
E_tot   -841.77342 Eh


[4]
Density functional theory data (wB97M-V/def2-TZVPD) for a gas-phase ion, C19H30N3O4 (charge +1).

Each line ends with the natural charge from an NBO analysis.
Positions of all 56 atoms, in Å:
C  1.633  1.857  -9.864  -0.608
H  1.504  1.808  -10.942  0.219
H  0.681  1.612  -9.401  0.195
H  1.895  2.879  -9.598  0.205
C  2.730  0.894  -9.424  -0.393
C  3.072  1.006  -7.939  -0.410
C  1.935  0.547  -7.032  -0.067
H  1.066  1.208  -7.134  0.177
H  1.637  -0.478  -7.290  0.175
O  2.414  0.592  -5.695  -0.479
C  1.600  0.268  -4.682  0.328
C  2.148  0.373  -3.396  -0.219
C  1.405  0.076  -2.278  -0.241
C  0.084  -0.341  -2.420  0.147
C  -0.468  -0.458  -3.690  -0.217
C  0.276  -0.158  -4.813  -0.292
H  -0.181  -0.259  -5.784  0.233
H  -1.492  -0.786  -3.806  0.208
N  -0.749  -0.654  -1.317  -0.560
C  -0.475  -0.567  -0.027  0.658
O  0.570  -0.207  0.510  -0.628
C  -1.620  -0.970  0.949  -0.313
N  -1.068  -0.689  2.282  -0.399
C  -1.673  0.477  2.961  -0.231
H  -1.705  1.318  2.268  0.234
H  -2.689  0.218  3.270  0.224
C  -0.828  0.842  4.187  -0.236
N  -0.715  -0.299  5.054  -0.464
C  -1.354  -0.428  6.266  0.901
O  -1.372  -1.467  6.873  -0.632
O  -1.926  0.718  6.644  -0.524
C  -2.505  0.733  7.960  -0.070
C  -1.452  0.983  9.026  -0.637
H  -0.921  1.910  8.826  0.214
H  -1.934  1.054  9.996  0.230
H  -0.740  0.162  9.048  0.224
H  -3.237  1.542  7.926  0.196
H  -3.007  -0.222  8.134  0.205
C  -0.158  -1.466  4.422  -0.242
C  -0.993  -1.848  3.197  -0.230
H  -0.529  -2.687  2.678  0.234
H  -2.005  -2.124  3.505  0.226
H  -0.167  -2.279  5.151  0.282
H  0.876  -1.263  4.122  0.206
H  -1.292  1.664  4.730  0.270
H  0.173  1.152  3.863  0.207
H  -0.058  -0.405  1.986  0.477
H  -1.853  -2.030  0.837  0.248
H  -2.522  -0.386  0.758  0.245
H  -1.672  -0.972  -1.588  0.411
H  1.846  0.167  -1.301  0.248
H  3.171  0.698  -3.306  0.235
H  3.322  2.039  -7.692  0.207
H  3.946  0.391  -7.718  0.216
H  3.635  1.107  -9.996  0.213
H  2.430  -0.131  -9.651  0.196

Values from the calculation:
Total charge   +1
SMILES   CCCCOc1ccc(NC(=O)C[NH+]2CCN(C(=O)OCC)CC2)cc1
E_tot   -1207.04047 Eh
Energy above the lowest of the compared OMol25 structures with the same formula, charge and spin   0.0 kJ/mol